1.
The following is a quantum chemistry calculation of a structure of composition C32H35N5O8PS3SbW at a distorted geometry, from the Open Molecules 2025 dataset.

XYZ file:
```
86
Properties=species:S:1:pos:R:3:mulliken_charge:R:1
W -0.7464 -0.3865 1.2042 0.51
Sb -0.0126 -2.6506 4.8299 0.63
S 0.1684 -0.1852 3.5046 -0.37
S -1.6807 -1.0968 3.6351 -0.06
S 0.1940 -4.4868 3.6724 -0.41
P 0.8727 2.1060 0.0294 -1.08
O 1.5443 2.6518 1.2986 0.39
O 0.6866 3.2677 -0.9528 -0.29
O -0.4586 1.4935 0.4789 0.98
O 4.0850 -3.0544 -3.7778 -0.66
O 1.2594 -0.4840 0.9937 -0.61
O 2.6919 -4.5742 -4.3866 -0.60
O 1.7731 1.0712 -0.7029 -0.13
O -0.5967 -0.6503 -0.7087 -0.99
N -2.1385 1.2220 2.1440 0.29
N -3.7341 0.1669 0.8378 -1.98
N -0.8627 -2.3876 1.0249 1.53
N -2.7921 -0.7410 0.8907 1.95
N 3.0159 -3.6196 -3.7138 1.05
C -4.5240 -2.5132 0.8570 -0.59
C 1.9885 -0.2974 -0.1708 -0.81
C 2.0893 -4.2619 -0.1814 -1.53
C -2.4569 3.4375 2.9368 -0.84
C -3.7269 -4.7686 1.2080 -0.82
C -0.6336 -3.7415 -1.2410 -0.23
C 2.3391 4.7049 2.2100 -1.61
C 2.7988 3.4329 1.5345 1.42
C -4.7726 -3.8691 1.0051 -0.70
C 1.6122 -1.3114 -1.2018 0.39
C 3.5281 3.7149 0.2342 -1.41
C -2.1652 -2.9668 1.0847 0.15
C 2.4893 -1.9873 -1.9258 -1.24
C 1.8602 -4.5034 -1.6315 -0.25
C -3.6659 3.5225 2.2283 -0.27
C -2.4148 -4.3196 1.2469 -0.42
C 0.3803 -4.5827 -2.0725 -0.74
C 0.5818 -3.3902 -3.0458 -1.16
C 1.2435 -3.5285 0.5332 -1.45
C -0.0029 -2.9375 -0.0447 0.90
C -3.2070 -2.0820 0.8965 0.78
C 3.6135 2.5487 2.4549 -1.48
C -1.7225 2.2835 2.8547 -0.33
C 0.4720 2.3443 -3.2045 -1.19
C 0.1146 4.7759 -2.6762 -1.85
C -0.1074 3.3477 -2.2302 1.58
C -4.0977 2.4464 1.4993 -0.63
C 2.0603 -3.2369 -2.6043 0.97
C 0.2003 -1.7238 -1.0976 1.54
C -1.5619 3.0789 -1.9078 -1.31
C -3.3046 1.2910 1.4734 0.16
C -0.4149 -2.5514 -2.2150 -1.34
H -5.0270 2.4436 0.9476 0.54
H -0.0063 2.4918 -4.1745 0.54
H 0.2849 1.3179 -2.8856 -0.01
H 3.5482 -1.7575 -1.9070 0.58
H -1.9019 3.7038 -1.0806 0.30
H -2.1504 3.3310 -2.7919 0.57
H 1.7443 4.4744 3.0943 0.29
H 2.9786 -4.6669 0.2883 0.45
H 3.8023 2.7929 -0.2819 0.31
H 4.5183 3.0748 2.7624 0.47
H 3.9067 1.6263 1.9513 0.26
H -5.3199 -1.7946 0.7237 0.53
H 4.4480 4.2511 0.4687 0.48
H 3.2068 5.2880 2.5208 0.46
H -0.7770 2.1804 3.3660 0.43
H 1.1744 4.9733 -2.8392 0.41
H 1.4336 -3.3267 1.5773 0.34
H -1.5907 -5.0025 1.4068 0.31
H 1.7410 5.3114 1.5290 0.31
H -1.7424 2.0326 -1.6641 0.07
H 0.4202 -3.4626 -4.1150 0.52
H 3.0404 2.2940 3.3471 0.29
H 2.9354 4.3350 -0.4352 0.28
H -5.7921 -4.2298 0.9749 0.43
H 0.0340 -5.5561 -2.4046 0.34
H -0.2636 5.4754 -1.9303 0.40
H -0.4166 4.9464 -3.6131 0.45
H -1.6081 -4.1889 -1.0852 0.94
H 1.5458 2.4885 -3.3240 0.31
H -3.9370 -5.8214 1.3408 0.47
H -2.0971 4.2555 3.5436 0.48
H 2.4434 -5.3395 -2.0081 0.73
H -1.2301 -2.0620 -2.7399 0.64
H 3.0498 -0.3253 0.0648 0.80
H -4.2577 4.4281 2.2646 0.45
```

## Properties
net charge: +1
energy above the lowest of the compared OMol25 structures with the same formula, charge and spin: 69.7 kcal per mole
frontier orbital gap (spin up / spin down): 0.1966 / 0.2349 Ha
M: 1050.43 g/mol
HOMO (spin up / spin down): -9.678 / -10.881 eV
2S+1: 2
electronic energy: -107735.079 eV

2.
The following is a quantum chemistry calculation of a structure of composition C5H9IrLiO4 at a distorted geometry, from the Open Molecules 2025 dataset.

XYZ file:
```
20
Properties=species:S:1:pos:R:3:mulliken_charge:R:1
Ir -2.3627 2.2003 1.6095 0.92
O 1.2588 -1.4013 -0.2037 -0.36
O -0.4443 0.6583 -0.2197 -0.40
O 1.5287 2.2662 0.6170 -0.67
O -3.2971 2.9047 0.2474 -0.63
C -0.8924 -0.5620 0.3171 -0.47
C 0.3050 2.6640 0.6640 0.27
C 2.1005 -2.4033 -0.7379 -0.76
C -0.1249 -1.6696 -0.3653 -0.55
C -0.8141 1.8914 0.3838 -0.59
Li 1.5372 0.5680 -0.1906 0.91
H 0.1140 3.7200 0.9463 0.37
H 3.1361 -2.1126 -0.5286 0.26
H -2.4793 2.7992 -0.6391 0.49
H -0.6918 -0.5878 1.4027 0.42
H -0.3816 -2.6397 0.0896 0.42
H -0.3706 -1.7098 -1.4398 0.37
H 1.8882 -3.3741 -0.2643 0.30
H -1.9692 -0.7220 0.1386 0.37
H 1.9597 -2.4898 -1.8271 0.33
```

## Properties
net charge: +1
energy above the lowest of the compared OMol25 structures with the same formula, charge and spin: 0.0 kcal per mole
frontier orbital gap (spin up / spin down): 0.2493 / 0.2588 Ha
M: 332.28 g/mol
HOMO (spin up / spin down): -11.207 / -13.368 eV
2S+1: 5
electronic energy: -16552.131 eV

3.
The following is a quantum chemistry calculation of a structure of composition C3H7NS at a distorted geometry, from the Open Molecules 2025 dataset.

XYZ file:
```
12
Properties=species:S:1:pos:R:3:mulliken_charge:R:1
S 2.4755 -0.0071 -0.1204 -0.21
N 0.9893 -0.7739 -0.3371 -0.33
C -0.0964 -0.0059 -0.5266 0.49
C -0.2029 1.4819 -0.0692 -0.88
C -1.2234 -0.9003 0.0000 -0.84
H -0.7004 -2.0027 -0.6112 0.25
H -1.3038 1.8577 -0.6971 0.24
H 3.2776 -1.3011 0.5236 0.18
H -0.3244 1.3899 1.3224 0.25
H 0.7493 2.2796 -0.3627 0.34
H -1.3066 -1.2018 1.3475 0.22
H -2.3338 -0.8164 -0.4690 0.29
```

## Properties
energy above the lowest of the compared OMol25 structures with the same formula, charge and spin: 151.1 kcal per mole
frontier orbital gap: 0.3198 Ha
M: 89.16 g/mol
HOMO: -8.725 eV
electronic energy: -15543.094 eV

4.
The following is a quantum chemistry calculation of a structure of composition C31H49F6GeN7O6S5Sr, from the Open Molecules 2025 dataset.

XYZ file:
```
106
Properties=species:S:1:pos:R:3:mulliken_charge:R:1
Sr -0.2502 -1.1468 -1.5825 1.56
Ge 2.3393 -3.9443 -1.4614 0.69
S -3.1145 -2.2664 -1.9108 0.60
S -3.0241 0.3802 -2.5877 0.80
S 0.8029 2.1345 2.5633 0.41
S -2.3456 1.7826 1.6944 0.26
S -1.0305 4.9602 1.8058 -0.06
F -5.2887 -3.7247 -1.9399 -0.21
F -5.6605 -1.5988 -2.0475 -0.18
F -3.1101 2.6012 -1.1589 -0.15
F -4.9339 -2.6660 -3.7880 -0.20
F -4.8483 1.3222 -0.9117 -0.18
F -4.5761 2.4579 -2.7351 -0.22
O 3.5571 2.0482 0.5743 -0.47
O -3.7686 0.0857 -3.7682 -0.63
O 4.9183 -2.2238 1.5801 -0.67
O -2.9207 -3.0879 -0.7550 -0.43
O -1.6536 0.8348 -2.7093 -0.50
O -2.2276 -2.4729 -3.0339 -0.60
N -7.7486 -4.4586 0.4339 -0.52
N 1.3261 0.9574 -1.3381 0.39
N 4.6092 -0.0151 1.2191 0.10
N 0.4245 -1.1440 1.3400 0.83
N 1.8846 2.4626 -3.0412 0.43
N -3.0521 -0.7455 -1.4452 -0.31
N -3.2566 -2.2174 2.3246 -0.31
C 1.1923 2.1052 -1.9404 0.66
C 2.3765 -2.2655 2.9919 -0.96
C 2.2339 -2.0558 -1.8446 -1.15
C 0.2172 3.0811 -1.3469 -1.19
C 1.7197 -0.8859 1.1631 0.69
C 2.8457 1.5332 -3.6337 -0.97
C -4.2268 -1.4747 1.7926 0.03
C 2.7287 -1.4295 1.9431 0.89
C 2.8606 4.7462 -3.2607 -1.10
C 0.0967 -1.9282 2.3722 -0.25
C 4.0458 1.2524 1.6282 -0.69
C -3.2654 3.2580 2.1758 -1.03
C -4.5647 -4.1715 1.8722 -0.46
C -2.4822 4.4289 2.7672 -0.77
C 4.1754 -1.2622 1.5827 -0.26
C 1.0309 -2.4876 3.2321 -1.09
C -4.8728 -2.5829 -2.4708 0.49
C 1.3574 3.8213 2.8932 -0.94
C -5.5739 -3.3835 1.3361 0.69
C -1.7017 1.1586 3.2587 -0.49
C 4.1362 -4.6763 -1.1450 -1.22
C 1.2143 -4.4805 0.0719 -0.79
C 0.2941 4.9112 3.0483 -0.94
C 4.1782 1.4456 -2.8954 -0.53
C -5.4019 -2.0060 1.2874 -0.57
C -3.4298 -3.5363 2.3470 -0.52
C -6.7815 -3.9843 0.8318 -0.08
C 1.7546 3.7783 -3.6600 -0.74
C 1.5721 -4.8996 -3.0075 -1.26
C -0.4668 1.8637 3.8266 -1.37
C -3.9518 1.7775 -1.7786 0.60
H -4.6578 -5.2472 1.9107 0.49
H 2.3872 0.5418 -3.6908 0.26
H -3.7528 3.5698 1.2513 0.38
H 4.0430 1.1947 -1.8438 -0.04
H 3.2733 1.0621 2.3733 0.31
H -0.1751 4.8647 4.0306 0.43
H -4.0498 -0.4061 1.7557 0.22
H -1.4629 0.1191 3.0344 -0.40
H 1.3965 -5.9511 -2.7728 0.36
H 2.0310 0.3486 -1.7585 0.04
H 2.6114 -1.9705 -2.8777 -0.05
H -0.7344 2.8284 4.2498 0.38
H 0.8030 5.8755 3.0069 0.50
H 1.9967 3.8452 3.7792 0.42
H 2.9729 -1.5262 -1.2247 0.11
H 2.2427 -4.8508 -3.8670 0.37
H -0.6059 3.2770 -2.0346 0.37
H 3.8364 4.3951 -3.5956 0.27
H 1.9962 4.0350 2.0338 0.43
H -2.4963 1.1449 4.0090 0.75
H 1.9667 -0.2478 0.3304 -0.41
H 3.1500 -2.7343 3.5865 0.49
H 1.5884 -5.4029 0.5197 0.44
H 3.0087 1.8588 -4.6614 0.50
H -6.1613 -1.3648 0.8623 0.47
H 1.1991 -3.7183 0.8466 -0.02
H 1.7524 3.6341 -4.7424 0.47
H 4.5530 -4.2801 -0.2175 0.31
H -3.1614 5.2793 2.8484 0.54
H -4.0591 2.9824 2.8752 0.46
H -2.6170 -4.1232 2.7623 0.40
H 0.7842 4.1936 -3.4038 0.32
H 2.8975 4.8637 -2.1766 0.25
H 4.8031 -4.3997 -1.9632 0.35
H 4.1026 -5.7657 -1.0783 0.38
H 4.8348 1.8473 2.0882 0.48
H 0.7048 4.0297 -1.1154 0.45
H 2.7279 1.6785 0.2258 -0.06
H 0.1844 -4.6622 -0.2513 0.41
H -0.1829 2.6646 -0.4257 -0.26
H -0.0588 1.2579 4.6374 0.53
H 2.6840 5.7246 -3.7093 0.43
H 5.5648 -0.0160 0.8942 0.32
H 0.6155 -4.4601 -3.3026 0.29
H 0.7016 -3.1149 4.0487 0.53
H -0.9648 -2.1003 2.5072 0.17
H 4.7175 2.3913 -2.9419 0.29
H 4.7980 0.6722 -3.3501 0.40
H -2.1517 4.1965 3.7774 0.31
```

## Properties
energy above the lowest of the compared OMol25 structures with the same formula, charge and spin: 20.2 kcal per mole
frontier orbital gap: 0.2633 Ha
M: 1050.33 g/mol
HOMO: -7.176 eV
electronic energy: -183491.753 eV

5.
The following is a quantum chemistry calculation of a cluster of 2 separate species, C5H12O2 in total at a distorted geometry, from the Open Molecules 2025 dataset.

XYZ file:
```
19
Properties=species:S:1:pos:R:3:mulliken_charge:R:1
O -0.7932 -0.8905 -1.8230 -0.41
O 0.1867 2.4301 -1.6974 -0.68
C -1.7150 -1.0908 0.3941 -0.58
C 0.8089 -0.0131 0.1973 0.30
C -1.6921 -1.3195 -1.1897 -0.15
C 1.8193 0.8114 1.0523 -1.32
C -0.2652 -0.8163 0.9066 -0.62
H -2.0636 -1.8760 1.0517 0.38
H -2.3887 -1.7785 -1.7804 0.50
H 2.6174 0.1573 1.3009 0.38
H 1.3400 -0.6250 -0.5468 0.42
H -0.2908 -0.2916 1.9118 0.26
H 0.0812 -1.8359 1.1511 0.30
H 1.3455 1.1069 1.9396 0.39
H 0.2932 0.7589 -0.3112 -0.36
H -0.2363 1.6226 -1.2277 0.34
H 2.2402 1.5919 0.3907 0.29
H 0.9020 2.1907 -2.2995 0.32
H -2.1893 -0.1327 0.5794 0.25
```

## Properties
energy above the lowest of the compared OMol25 structures with the same formula, charge and spin: 59.3 kcal per mole
frontier orbital gap: 0.3915 Ha
M: 104.15 g/mol
SMILES: CCCCC=O.O
HOMO: -9.809 eV
electronic energy: -9472.565 eV

6.
The following is a quantum chemistry calculation of a cluster of 2 separate species, C4H9NO3 in total at a distorted geometry, from the Open Molecules 2025 dataset.

XYZ file:
```
17
Properties=species:S:1:pos:R:3:mulliken_charge:R:1
O 2.0278 -1.5570 -1.2298 -0.58
O -1.5154 -2.1507 -1.3074 -0.72
O -2.3656 0.3252 0.9766 -0.50
N 0.4960 -0.6686 0.0591 -0.26
C -1.4409 0.5912 0.2263 -0.28
C 1.8577 -0.8094 -0.2570 -0.01
C -0.0648 0.5142 0.7715 0.48
C 0.6631 1.8734 0.5492 -1.07
H 0.2828 2.4814 -0.4841 0.26
H -0.0117 -0.9556 -0.8279 0.38
H 2.6372 -0.3653 0.3969 0.35
H -2.3007 -1.8432 -0.7251 0.35
H 0.6927 2.6459 1.3625 0.34
H -0.0932 0.1903 1.7808 0.21
H -1.7274 0.7863 -0.8765 0.41
H 1.7293 1.6904 0.4348 0.29
H -0.8671 -2.7485 -0.8498 0.36
```

## Properties
energy above the lowest of the compared OMol25 structures with the same formula, charge and spin: 64.1 kcal per mole
frontier orbital gap: 0.3865 Ha
M: 119.12 g/mol
SMILES: C[C@@H](C=O)NC=O.O
HOMO: -9.917 eV
electronic energy: -11924.761 eV